Run one
Below is CH2BrClO in the gas phase, with properties calculated with wB97M-V/def2-TZVPD.

- lowest unoccupied orbital energy (alpha / beta) (Eh) = -0.0892 / -0.0892
- HOMO energy (alpha / beta) (eV) = -8.356 / -8.355
- molar mass (g/mol) = 145.38
- frontier orbital gap (alpha / beta) (eV) = 5.93 / 5.93

The geometry in XYZ format:
```
6
CH2BrClO (wB97M-V/def2-TZVPD)
C -1.156 0.405 0.079
O 1.485 -1.433 -0.411
Cl 0.232 1.245 -0.200
Br 2.503 -0.140 0.056
H -1.488 -0.419 -0.620
H -1.574 0.342 1.096
```

---

Run two
Below is a 2-piece molecular cluster, CH2BrClO overall, with properties calculated with wB97M-V/def2-TZVPD.

- lowest unoccupied orbital energy (Eh) = 0.0160
- HOMO energy (eV) = -9.338
- molar mass (g/mol) = 145.38
- frontier orbital gap (eV) = 9.77

The geometry in XYZ format:
```
6
CH2BrClO (wB97M-V/def2-TZVPD)
C 1.722 -0.401 -0.202
O 1.051 0.256 0.648
Cl -2.966 0.622 -1.711
Br 2.697 -1.754 0.613
H -3.509 1.288 -0.838
H 1.005 -0.012 1.491
```

---

Least stable of them? run one.

---

Run one
Below is C4H5ClO2S as an isolated structure, with properties calculated with wB97M-V/def2-TZVPD.

- lowest unoccupied orbital energy (Eh) = -0.0405
- HOMO energy (eV) = -9.588
- molar mass (g/mol) = 152.60
- frontier orbital gap (eV) = 8.49

The geometry in XYZ format:
```
13
C4H5ClO2S (wB97M-V/def2-TZVPD)
C 0.190 0.495 1.310
C -0.852 0.669 0.328
C -0.548 -0.473 -0.709
C 0.638 -0.312 -1.723
H 1.298 -0.804 2.288
H -0.918 1.751 -0.116
H -0.616 -1.449 -0.090
H 0.811 0.774 -1.669
H 1.458 -1.018 -2.116
O 0.075 -0.653 2.139
O -0.862 -0.455 -2.185
S 1.800 1.237 1.434
Cl -2.472 0.237 1.109
```

---

Run two
Below is a 2-piece molecular cluster, C4H5ClO2S overall, with properties calculated with wB97M-V/def2-TZVPD.

- lowest unoccupied orbital energy (Eh) = -0.0056
- HOMO energy (eV) = -9.329
- molar mass (g/mol) = 152.60
- frontier orbital gap (eV) = 9.18

The geometry in XYZ format:
```
13
C4H5ClO2S (wB97M-V/def2-TZVPD)
C -0.195 -1.013 0.373
C 0.840 -0.574 -0.686
C 0.216 0.418 0.334
C -0.751 1.507 -0.313
H -2.698 -0.778 -0.475
H 0.298 -1.302 1.327
H 0.465 -0.527 -1.669
H 2.146 0.182 1.148
H -0.258 2.586 -0.003
O 0.990 0.955 1.310
O -1.862 1.278 -0.964
S -1.822 -1.862 0.130
Cl 2.633 -0.870 -0.511
```

---

Least stable of them? run two.

---

Run one
Below is a 2-piece molecular cluster, CH3Br2PS overall, with properties calculated with wB97M-V/def2-TZVPD.

- lowest unoccupied orbital energy (alpha / beta) (Eh) = -0.0632 / -0.0185
- HOMO energy (alpha / beta) (eV) = -8.212 / -8.435
- molar mass (g/mol) = 237.88
- frontier orbital gap (alpha / beta) (eV) = 6.49 / 7.93

The geometry in XYZ format:
```
8
CH3Br2PS (wB97M-V/def2-TZVPD)
C -0.378 0.710 -1.602
P 0.431 -0.402 1.548
S 0.280 -1.735 0.179
Br 0.515 0.736 -3.205
Br -0.520 2.022 -0.347
H -1.192 0.017 -1.395
H -0.640 -0.543 2.457
H 1.504 -0.805 2.365
```

---

Run two
Below is a 2-piece molecular cluster, CH3Br2PS overall, with properties calculated with wB97M-V/def2-TZVPD.

- lowest unoccupied orbital energy (alpha / beta) (Eh) = -0.0657 / -0.0660
- HOMO energy (alpha / beta) (eV) = -9.213 / -8.715
- molar mass (g/mol) = 237.88
- frontier orbital gap (alpha / beta) (eV) = 7.42 / 6.92

The geometry in XYZ format:
```
8
CH3Br2PS (wB97M-V/def2-TZVPD)
C -0.669 1.179 0.406
P -4.259 -0.052 -1.045
S -0.915 1.119 -1.483
Br -3.470 -2.097 -0.586
Br -4.332 1.047 0.905
H 0.377 1.133 0.358
H -1.396 0.379 0.706
H -0.997 2.162 0.690
```

---

Least stable of them? run one.

---

Run one
Below is a 2-piece molecular cluster, C2H9NOS2 overall, with properties calculated with wB97M-V/def2-TZVPD.

- lowest unoccupied orbital energy (Eh) = 0.0183
- SMILES string = NCCSS.O
- HOMO energy (eV) = -8.596
- molar mass (g/mol) = 127.23
- frontier orbital gap (eV) = 9.10

The geometry in XYZ format:
```
15
C2H9NOS2 (wB97M-V/def2-TZVPD)
N 0.462 -2.592 1.903
C 0.155 -1.313 2.767
C 0.373 -0.046 1.811
S -0.868 0.104 0.589
S -0.943 1.813 -0.112
H 1.268 -2.483 1.375
H -0.176 -2.907 1.318
H -0.789 -1.392 3.335
H 1.007 -1.266 3.453
H 0.400 0.812 2.455
H 1.255 -0.203 1.251
H 0.186 2.030 -0.846
O -0.910 2.806 -6.477
H -0.735 2.112 -7.129
H -0.684 2.523 -5.693
```

---

Run two
Below is a 2-piece molecular cluster, C2H9NOS2 overall, with properties calculated with wB97M-V/def2-TZVPD.

- lowest unoccupied orbital energy (Eh) = 0.0169
- SMILES string = CSS.NCO
- HOMO energy (eV) = -8.438
- molar mass (g/mol) = 127.23
- frontier orbital gap (eV) = 8.90

The geometry in XYZ format:
```
15
C2H9NOS2 (wB97M-V/def2-TZVPD)
C 0.098 -0.889 2.547
S 0.044 0.540 1.420
S 2.090 0.678 1.031
H 0.706 -0.615 3.514
H 0.439 -1.786 1.968
H -0.894 -1.023 2.891
H 2.450 -0.653 0.935
N -1.500 0.643 -1.555
C -0.210 0.588 -2.071
O 0.412 -0.633 -1.737
H -2.240 0.231 -2.073
H -1.874 1.487 -1.072
H -0.004 0.763 -3.144
H 0.469 1.412 -1.743
H 0.013 -0.743 -0.912
```

---

Least stable of them? run one.

---

Run one
Below is C4H6N2O2 in the gas phase, with properties calculated with wB97M-V/def2-TZVPD.

- lowest unoccupied orbital energy (Eh) = 0.0347
- SMILES string = O=CO/C=N\N1CC1
- HOMO energy (eV) = -9.389
- molar mass (g/mol) = 114.10
- frontier orbital gap (eV) = 10.33

The geometry in XYZ format:
```
14
C4H6N2O2 (wB97M-V/def2-TZVPD)
O -2.191 1.350 -1.232
C -1.048 1.131 -0.934
O -0.302 0.262 -1.697
C 0.898 -0.149 -1.273
N 1.278 -0.470 -0.096
N 0.273 -0.334 0.886
C 0.864 -0.228 2.247
C 0.245 -1.519 1.823
H -0.489 1.540 -0.029
H 1.537 -0.322 -2.086
H 1.972 -0.224 2.291
H 0.275 0.410 2.847
H -0.775 -1.686 2.165
H 0.825 -2.403 1.535
```

---

Run two
Below is C4H6N2O2 in the gas phase, with properties calculated with wB97M-V/def2-TZVPD.

- lowest unoccupied orbital energy (Eh) = -0.0010
- SMILES string = O=CC1=NNC[C@H]1O
- HOMO energy (eV) = -9.345
- molar mass (g/mol) = 114.10
- frontier orbital gap (eV) = 9.32

The geometry in XYZ format:
```
14
C4H6N2O2 (wB97M-V/def2-TZVPD)
O 0.947 0.249 2.666
C -0.052 0.580 2.099
C -0.323 0.375 0.736
N -1.256 0.977 0.057
N -0.934 0.771 -1.245
C -0.274 -0.548 -1.408
C 0.480 -0.610 -0.142
O 1.708 -0.013 -0.455
H -0.843 1.158 2.686
H -1.847 0.844 -1.650
H 0.479 -0.622 -2.193
H -1.035 -1.341 -1.554
H 0.565 -1.610 0.178
H 2.385 -0.210 0.225
```

---

Least stable of them? run one.

---

Run one
Below is C4H6N2O2 in the gas phase, with properties calculated with wB97M-V/def2-TZVPD.

- lowest unoccupied orbital energy (Eh) = 0.0262
- SMILES string = Nc1coc(O)c1N
- HOMO energy (eV) = -7.640
- molar mass (g/mol) = 114.10
- frontier orbital gap (eV) = 8.35

The geometry in XYZ format:
```
14
C4H6N2O2 (wB97M-V/def2-TZVPD)
N 0.047 0.933 2.225
C 0.376 0.492 0.879
C 1.138 1.281 -0.025
O 1.213 0.743 -1.405
C 0.248 -0.281 -1.222
O 0.170 -1.024 -2.354
C -0.358 -0.422 -0.097
N -1.507 -1.225 -0.029
H -0.861 0.241 2.419
H 0.898 0.860 2.834
H 1.694 2.186 0.172
H 1.108 -1.013 -2.735
H -2.408 -0.690 0.083
H -1.759 -2.082 -0.747
```

---

Run two
Below is C4H6N2O2 as an isolated structure, with properties calculated with wB97M-V/def2-TZVPD.

- lowest unoccupied orbital energy (Eh) = -0.0281
- HOMO energy (eV) = -9.573
- molar mass (g/mol) = 114.10
- frontier orbital gap (eV) = 8.81

The geometry in XYZ format:
```
14
C4H6N2O2 (wB97M-V/def2-TZVPD)
C -0.202 -0.306 -0.036
C 0.245 1.057 -0.451
C -0.298 2.249 -0.059
C -1.626 -0.510 0.041
H 2.137 -2.096 -0.105
H 2.431 -0.667 1.317
H 1.469 1.100 -0.784
H -1.052 2.171 0.677
H 0.605 3.018 -0.461
H -1.623 -2.427 -0.191
N 1.989 -1.000 0.062
N 0.517 -1.352 0.002
O -2.226 -1.720 -0.317
O -2.367 0.482 0.304
```

---

Run three
Below is C4H6N2O2 in the gas phase, with properties calculated with wB97M-V/def2-TZVPD.

- lowest unoccupied orbital energy (Eh) = 0.0229
- SMILES string = [H]/N=C1\N[C@H](C)C(=O)O1
- HOMO energy (eV) = -9.702
- molar mass (g/mol) = 114.10
- frontier orbital gap (eV) = 10.33

The geometry in XYZ format:
```
14
C4H6N2O2 (wB97M-V/def2-TZVPD)
H -2.348 -1.946 1.170
N -1.654 -1.931 0.534
C -0.915 -0.955 0.347
N -0.838 0.314 0.896
C 0.500 0.836 0.545
C 0.464 2.312 0.217
C 0.898 -0.110 -0.638
O 1.717 -0.066 -1.501
O -0.081 -1.031 -0.659
H -1.590 0.800 1.341
H 1.158 0.510 1.352
H -0.282 2.796 -0.517
H 0.364 2.702 1.249
H 1.379 2.725 -0.156
```

---

Least stable of them? run two.